Below is a molecular structure, C15H38GaN3O4PS in a non-equilibrium geometry, with properties calculated with the ωB97M-V functional and the def2-TZVPD basis.

Its calculated total energy is -3723.6990 Ha. The value obtained for the lowest unoccupied orbital energy is 2.15 eV. The highest occupied orbital energy is -4.2 eV. The value obtained for the max |F| is 0.051 Eh/bohr. As for the frontier orbital gap: 6.4 eV. Its net charge is -1.

CARTESIAN COORDINATES (ANGSTROEM)
1 C -0.612 1.249 2.016
2 O 0.256 0.630 1.002
3 C 0.958 1.629 0.179
4 Ga -0.289 2.782 -1.026
5 C -1.651 1.486 -1.884
6 C -0.796 0.601 -3.016
7 C -1.128 -1.004 -2.972
8 S -0.239 -1.794 -1.501
9 C -1.109 4.268 0.153
10 C 0.181 5.118 0.792
11 C -0.255 6.534 1.493
12 C 0.261 7.810 0.554
13 O 1.663 8.205 0.836
14 P 0.973 3.716 -2.751
15 N -0.039 4.564 -3.697
16 H -1.729 0.919 1.783
17 H -0.369 0.773 3.083
18 H -0.481 2.405 2.146
19 H 1.624 2.384 0.780
20 H 1.641 1.007 -0.577
21 H -2.516 2.002 -2.492
22 H -2.101 0.700 -1.113
23 H -0.930 1.078 -4.097
24 H 0.359 0.720 -2.766
25 H -2.288 -1.166 -2.967
26 H -0.702 -1.568 -3.934
27 H 0.994 -1.099 -1.369
28 H -1.771 3.817 1.017
29 H -1.757 4.999 -0.514
30 H 0.804 4.410 1.503
31 H 0.898 5.340 -0.135
32 H -1.428 6.619 1.666
33 H 0.349 6.629 2.518
34 H -0.464 8.735 0.723
35 H 0.240 7.420 -0.570
36 H 1.974 7.846 1.718
37 H 2.011 4.536 -2.126
38 H 1.566 2.588 -3.499
39 H -1.002 4.495 -3.272
40 C -1.291 -3.021 1.349
41 C -1.707 -3.305 2.765
42 O -1.445 -2.537 3.689
43 N -2.395 -4.456 3.014
44 C -2.796 -5.477 2.076
45 H -0.753 -2.070 1.310
46 H -0.626 -3.810 0.989
47 H -2.174 -2.945 0.708
48 H -2.639 -4.576 3.990
49 H -3.885 -5.564 2.114
50 H -2.349 -6.422 2.393
51 H -2.485 -5.251 1.055
52 C 1.892 -5.920 1.092
53 C 1.636 -5.529 -0.336
54 O 0.593 -4.983 -0.687
55 N 2.605 -5.797 -1.258
56 C 3.887 -6.426 -1.049
57 H 1.030 -5.642 1.707
58 H 2.033 -7.002 1.165
59 H 2.771 -5.394 1.473
60 H 2.359 -5.505 -2.197
61 H 4.663 -5.727 -1.368
62 H 3.931 -7.322 -1.674
63 H 4.051 -6.702 -0.006

Below is a molecular structure, C18H29Cl5N2O3Ti in a non-equilibrium geometry, with properties calculated with the ωB97M-V functional and the def2-TZVPD basis.

Its calculated total energy is -4188.9355 Ha. Its relative energy (zero: lowest compared OMol25 entry of this formula, charge and spin) is 0.417 eV. The value obtained for the lowest unoccupied orbital energy is -0.25 eV. The highest occupied orbital energy is -8.5 eV. The value obtained for the max |F| is 0.030 Eh/bohr. As for the frontier orbital gap: 8.2 eV. Its net charge is 0.

CARTESIAN COORDINATES (ANGSTROEM)
1 Ti -0.517 -0.513 0.017
2 C -0.613 0.449 3.156
3 N -0.231 -0.752 2.399
4 C -1.022 -1.859 2.956
5 C 1.193 -1.032 2.615
6 C 2.049 -0.063 1.824
7 N 1.760 -0.169 0.387
8 C 2.308 1.026 -0.275
9 C 2.509 -1.320 -0.159
10 H -0.479 0.270 4.234
11 H -1.654 0.673 2.950
12 H -0.002 1.305 2.873
13 H -0.809 -1.966 4.027
14 H -0.767 -2.783 2.446
15 H -2.080 -1.643 2.809
16 H 1.378 -2.056 2.282
17 H 1.435 -0.978 3.690
18 H 3.120 -0.255 2.002
19 H 1.856 0.969 2.134
20 H 3.372 1.132 -0.021
21 H 1.768 1.913 0.042
22 H 2.207 0.919 -1.352
23 H 3.585 -1.142 -0.027
24 H 2.288 -1.422 -1.218
25 H 2.223 -2.233 0.344
26 Cl 2.227 -0.587 -3.618
27 C 0.505 -0.534 -3.314
28 C -0.010 -0.472 -2.026
29 C -1.344 -0.442 -1.845
30 Cl -2.687 -0.083 0.749
31 C -2.269 -0.480 -2.876
32 Cl -3.968 -0.447 -2.579
33 C -1.766 -0.526 -4.169
34 Cl -2.829 -0.563 -5.518
35 C -0.369 -0.557 -4.387
36 Cl 0.225 -0.627 -6.001
37 C -1.770 3.393 1.440
38 C -0.420 3.090 0.811
39 O -0.521 2.134 -0.235
40 C -1.021 2.703 -1.455
41 C 0.109 3.077 -2.398
42 H -1.633 3.953 2.364
43 H -2.297 2.466 1.656
44 H -2.398 3.988 0.782
45 H 0.266 2.664 1.554
46 H 0.058 4.005 0.430
47 H -1.626 3.581 -1.209
48 H -1.689 1.961 -1.894
49 H 0.783 3.796 -1.934
50 H -0.291 3.529 -3.303
51 H 0.681 2.198 -2.680
52 C 0.252 -4.828 0.427
53 O 0.408 -3.407 0.509
54 C -0.612 -2.663 -0.060
55 O -1.532 -3.245 -0.587
56 H 1.115 -5.259 0.930
57 H 0.219 -5.145 -0.615
58 H -0.675 -5.139 0.916